The following is a quantum chemistry calculation of a structure of composition C22H31BN6OSn in a non-equilibrium geometry, from the Open Molecules 2025 dataset.

Geometry as ORCA input:
```
! wB97M-V def2-TZVPD RIJCOSX def2/J DEFGRID3
* xyz 4 1
C -1.51 0.32 -2.13
N -0.79 -0.26 -1.12
N -0.68 -1.61 -1.39
C -1.37 -1.88 -2.53
C -1.88 -0.68 -3.03
B 0.30 -2.54 -0.57
N 1.70 -1.77 -0.41
N 1.81 -0.39 -0.33
C 3.07 -0.03 -0.69
C 3.79 -1.19 -0.96
C 2.92 -2.26 -0.75
Sn 0.29 0.87 0.65
N -0.38 -3.29 0.68
N -0.94 -2.63 1.75
C -1.45 -3.52 2.61
C -1.26 -4.82 2.08
C -0.58 -4.63 0.86
H -1.92 -3.22 3.56
H -0.24 -5.35 0.12
H -1.58 -5.74 2.53
H 0.55 -3.44 -1.35
H 3.08 -3.34 -0.82
H -1.44 -2.90 -2.90
H 4.82 -1.21 -1.26
H -2.45 -0.53 -3.93
H 3.40 1.01 -0.80
H -1.72 1.38 -2.20
H 1.73 2.22 1.78
C 1.88 2.52 0.73
H 2.95 2.38 0.50
H 1.44 1.91 -0.14
H 1.60 3.57 0.57
C -3.14 0.47 1.19
C -2.76 1.63 2.11
C -1.60 1.22 3.05
C -2.59 3.00 1.41
C -3.29 4.13 1.83
C -3.09 5.37 1.21
C -2.24 5.54 0.11
C -1.51 4.43 -0.34
C -0.51 4.45 -1.50
C -1.24 4.53 -2.83
C 0.59 5.47 -1.30
C -1.70 3.19 0.31
O -0.93 2.19 -0.13
H -2.28 0.09 0.62
H -3.92 0.77 0.48
H -3.52 -0.37 1.79
H -3.63 1.81 2.77
H -0.84 0.54 2.59
H -1.10 2.09 3.49
H -2.01 0.59 3.85
H -4.01 4.03 2.67
H -3.64 6.23 1.58
H -2.12 6.52 -0.39
H -0.03 3.46 -1.48
H -1.83 5.45 -2.91
H -0.52 4.49 -3.65
H -1.91 3.67 -2.92
H 1.09 5.31 -0.34
H 1.34 5.37 -2.09
H 0.20 6.50 -1.32
*
```

Summary:
Calculated total energy (eV): -40763.650